Record 1
{
  "formula": "C6H11N",
  "method": "the ωB97M-V functional and the def2-TZVPD basis",
  "elements": ["C", "C", "C", "C", "C", "C", "H", "H", "H", "H", "H", "H", "H", "H", "H", "H", "H", "N"],
  "coordinates": [[1.936053, 0.069117, -0.011569], [0.665967, -0.782526, -0.071616], [-0.531873, -0.476946, -0.967413], [-0.814968, 1.001574, -0.751063], [-0.809747, 0.961402, 0.799710], [-0.489658, -0.544914, 0.978946], [2.502583, -0.196092, 0.911730], [2.620963, -0.111894, -0.843773], [1.636875, 1.147842, 0.045783], [0.886280, -1.824235, -0.140944], [-0.597986, -0.816857, -2.004469], [-0.077221, 1.656797, -1.233982], [-1.837911, 1.296116, -1.143973], [-0.082031, 1.613617, 1.280825], [-1.816710, 1.117948, 1.211944], [-0.399654, -0.946100, 1.983852], [-1.299611, -2.082258, -0.035663], [-1.491353, -1.082592, -0.008324]],
  "forces_ev_per_angstrom": [[-0.42, 0.29, 0.71], [-0.39, 0.87, 0.76], [-0.31, 0.40, -1.84], [-1.23, 0.63, -0.38], [-0.20, -0.35, 0.50], [0.78, 0.72, -0.29], [-0.40, 0.30, -0.52], [-0.23, 0.15, -0.09], [0.65, -0.90, -0.14], [0.22, -0.90, 0.07], [0.09, -0.06, 0.09], [-0.12, -0.15, 0.33], [1.23, -0.44, 0.38], [-0.10, 0.08, 0.00], [0.41, 0.26, -0.09], [-0.35, -0.05, 0.09], [-0.25, -0.19, -0.09], [0.61, -0.67, 0.50]],
  "mulliken_charge": [-1.367, 0.259, -0.265, -0.788, -0.826, -0.316, 0.315, 0.355, 0.296, 0.385, 0.468, 0.294, 0.325, 0.318, 0.358, 0.469, 0.300, -0.579],
  "homo_lumo_gap_ha": 0.38141,
  "homo_energy_ev": -9.271,
  "e_tot_ev": -7889.17281,
  "total_charge": 0,
  "largest_force_ev_per_a": 1.912,
  "lumo_ev": 1.1071,
  "de_lowest_kcal_mol": 31.3
}

Record 2
{
  "formula": "C6H10O",
  "method": "the ωB97M-V functional and the def2-TZVPD basis",
  "elements": ["C", "C", "C", "C", "C", "O", "C", "H", "H", "H", "H", "H", "H", "H", "H", "H", "H"],
  "coordinates": [[1.697342, -0.312557, -1.453538], [0.599960, -0.561986, -0.497123], [0.623713, -0.186219, 1.019101], [-0.781797, 0.397485, 0.874803], [-2.006349, 0.129125, 1.619162], [-1.350135, 1.406194, 1.678223], [-0.520057, 0.471113, -0.641610], [2.194928, 0.660905, -1.384643], [2.371425, -1.142406, -1.673576], [0.808178, -0.166447, -2.587022], [0.209688, -1.586571, -0.625415], [0.761449, -1.037956, 1.686798], [1.362775, 0.595472, 1.226139], [-2.958646, 0.119597, 1.085562], [-1.971604, -0.460555, 2.535927], [-0.159429, 1.471990, -0.905575], [-0.881442, 0.202817, -1.957213]],
  "forces_ev_per_angstrom": [[-2.34, 0.39, -3.70], [-0.23, 0.61, 1.14], [0.32, -0.36, 0.13], [-0.53, -0.52, -0.54], [-0.10, -0.18, 0.05], [0.09, -0.18, -0.31], [0.06, -0.55, -4.39], [-0.09, -0.33, 0.13], [-0.07, 0.25, 0.02], [3.12, -0.45, 2.66], [0.02, 0.47, 0.12], [-0.07, 0.23, 0.21], [-0.16, -0.10, 0.04], [0.21, 0.04, 0.12], [0.03, 0.16, -0.13], [0.49, -0.10, 0.49], [-0.75, 0.61, 3.98]],
  "mulliken_charge": [-0.998, 0.279, -0.707, 0.711, -0.432, -0.527, -0.792, 0.310, 0.334, 0.128, 0.212, 0.281, 0.239, 0.235, 0.235, 0.263, 0.230],
  "homo_lumo_gap_ha": 0.39886,
  "homo_energy_ev": -10.020,
  "e_tot_ev": -8426.84207,
  "total_charge": 0,
  "largest_force_ev_per_a": 4.425,
  "lumo_ev": 0.8333,
  "de_lowest_kcal_mol": 101.4
}